No. 1
The following is a DFT calculation (ωB97M-V/def2-TZVPD) of a 3-piece molecular cluster, C4H15NO2 overall.

SMILES string = CNC(C)C.O.O
Relative energy (zero: lowest compared OMol25 entry of this formula, charge and spin) = 25.3 kcal per mole

XYZ file:
```
22
C4H15NO2, DFT ωB97M-V/def2-TZVPD
C 1.608 -1.757 2.042
N 0.170 -1.866 1.937
C -0.379 -1.689 0.588
C 0.323 -2.536 -0.478
C -0.386 -0.203 0.184
H 2.192 -2.589 1.633
H 1.906 -1.624 3.060
H 1.945 -0.833 1.559
H -0.183 -2.724 2.336
H -1.387 -2.006 0.650
H -0.184 -2.514 -1.441
H 0.424 -3.567 -0.139
H 1.345 -2.181 -0.629
H -0.342 -0.078 -0.898
H 0.342 0.447 0.664
H -1.339 0.206 0.532
O -0.885 4.251 -0.453
H -1.324 4.705 -1.180
H -1.425 4.355 0.344
O -1.024 4.374 -3.363
H -1.260 3.622 -3.913
H -0.136 4.206 -3.036
```

Atom charges from the natural (NBO) analysis, given in e for atoms 1 to 4: -0.423 -0.627 -0.045 -0.630

No. 2
The following is a DFT calculation (ωB97M-V/def2-TZVPD) of CuH10O9S as an isolated structure.

Net charge = -1
Relative energy (zero: lowest compared OMol25 entry of this formula, charge and spin) = 0.0 kcal per mole

XYZ file:
```
21
CuH10O9S, DFT ωB97M-V/def2-TZVPD
Cu 0.492 -0.251 -0.700
S -2.103 -0.620 1.191
O -2.291 -0.460 2.646
O -2.149 -2.036 0.743
O -3.018 0.216 0.398
O -0.668 -0.129 0.864
O 1.727 -2.215 -0.466
H 1.432 -3.111 -0.656
H 2.649 -2.278 -0.202
O 0.232 2.148 2.027
H -0.102 1.302 1.593
H 0.494 1.843 2.901
O 2.318 0.910 0.207
H 2.551 0.771 1.131
H 2.279 1.866 0.109
O -0.926 -1.322 -2.099
H -1.024 -1.335 -3.055
H -1.613 -1.887 -1.717
O 0.075 1.884 -1.809
H -0.831 2.198 -1.912
H 0.477 2.506 -1.195
```

Atom charges from the natural (NBO) analysis, given in e for atoms 1 to 4: 0.919 2.577 -1.057 -1.104

No. 3
The following is a DFT calculation (ωB97M-V/def2-TZVPD) of one molecule with the formula C4H6O.

SMILES string = C=C=CCO
Relative energy (zero: lowest compared OMol25 entry of this formula, charge and spin) = 33.6 kcal per mole

XYZ file:
```
11
C4H6O, DFT ωB97M-V/def2-TZVPD
C 0.456 -0.292 2.248
C 0.120 -0.462 0.956
C -0.257 -0.633 -0.297
C -0.588 0.546 -1.193
O 0.247 0.553 -2.356
H -0.213 -0.425 3.048
H 1.453 -0.159 2.510
H -0.301 -1.666 -0.650
H -0.503 1.496 -0.569
H -1.595 0.424 -1.624
H 1.181 0.618 -2.070
```

Atom charges from the natural (NBO) analysis, given in e for atoms 1 to 4: -0.494 0.118 -0.332 -0.081

No. 4
The following is a DFT calculation (ωB97M-V/def2-TZVPD) of one molecule with the formula C7H6.

SMILES string = C#CC1=CCC=C1
Relative energy (zero: lowest compared OMol25 entry of this formula, charge and spin) = 8.2 kcal per mole

XYZ file:
```
13
C7H6, DFT ωB97M-V/def2-TZVPD
C -3.184 0.066 0.046
C -1.991 0.030 -0.055
C -0.582 0.089 -0.005
C 0.170 -1.013 -0.032
C 1.609 -0.648 0.046
C 1.566 0.803 -0.019
C 0.289 1.292 -0.024
H -4.230 -0.018 -0.006
H -0.162 -2.048 -0.132
H 2.217 -1.135 -0.802
H 2.045 -1.099 0.955
H 2.430 1.441 -0.067
H -0.176 2.241 0.094
```

Atom charges from the natural (NBO) analysis, given in e for atoms 1 to 4: -0.213 -0.019 -0.161 -0.124

Please write out number 4 again, unchanged.
The following is a DFT calculation (ωB97M-V/def2-TZVPD) of one molecule with the formula C7H6.

SMILES string = C#CC1=CCC=C1
Relative energy (zero: lowest compared OMol25 entry of this formula, charge and spin) = 8.2 kcal per mole

XYZ file:
```
13
C7H6, DFT ωB97M-V/def2-TZVPD
C -3.184 0.066 0.046
C -1.991 0.030 -0.055
C -0.582 0.089 -0.005
C 0.170 -1.013 -0.032
C 1.609 -0.648 0.046
C 1.566 0.803 -0.019
C 0.289 1.292 -0.024
H -4.230 -0.018 -0.006
H -0.162 -2.048 -0.132
H 2.217 -1.135 -0.802
H 2.045 -1.099 0.955
H 2.430 1.441 -0.067
H -0.176 2.241 0.094
```

Atom charges from the natural (NBO) analysis, given in e for atoms 1 to 4: -0.213 -0.019 -0.161 -0.124